ORCA calculation (the ωB97M-V functional and the def2-TZVPD basis) on one molecule with the formula C2H6N2 in a non-equilibrium geometry.

Each line ends with the Löwdin charge.
Atoms and positions in Å:
C: 0.88686 0.43407 -0.80077  -0.16
N: -0.57324 -1.16498 1.17599  0.06
C: -1.10065 -0.22170 0.34667  -0.48
N: -0.50586 0.65586 -0.50993  -0.04
H: 0.41423 -1.32304 0.95863  0.01
H: -0.73297 0.66293 1.09694  0.25
H: -2.19111 -0.14690 0.36943  0.12
H: 1.04020 -0.55993 -1.25106  0.09
H: 1.52469 0.45737 0.09770  0.08
H: 1.23785 1.20631 -1.48361  0.07

Results
LUMO level (spin up / spin down): -0.0043 / -0.0005 Eh
HOMO energy (spin up / spin down): -8.87 / -9.15 eV
gap between HOMO and LUMO (spin up / spin down): 0.32171 / 0.33581 Ha
F_max: 1.73 eV Å⁻¹